1.
# C5H8N2

A single C5H8N2 molecule (ωB97M-V/def2-TZVPD, the Open Molecules 2025 dataset).

XYZ file:
```
15
Properties=species:S:1:pos:R:3
C -2.666 -0.202 -0.005
N -1.431 0.171 0.213
C -0.304 -0.690 -0.245
C 0.878 0.200 0.019
C 2.299 -0.165 -0.262
C 0.363 1.270 0.649
N -1.021 1.274 0.817
H -0.501 -0.987 -1.277
H -2.808 -0.975 -0.746
H -3.481 0.341 0.451
H -0.292 -1.593 0.380
H 2.976 0.611 0.110
H 2.494 -0.291 -1.335
H 2.586 -1.106 0.228
H 0.908 2.141 1.002
```

Summary:
Net charge: 0
Calculated total energy: -8292.257 eV
Largest force on an atom: 0.4 eV Å⁻¹
Energy relative to the best compared isomer or geometry (same formula, charge and spin): 63.17 kcal/mol
Frontier orbital gap (alpha / beta): 7.562 / 7.564 eV

2.
# C6H11N

A single C6H11N molecule in a non-equilibrium geometry (ωB97M-V/def2-TZVPD, the Open Molecules 2025 dataset).

XYZ file:
```
18
Properties=species:S:1:pos:R:3
C 0.796 -0.673 -2.162
C 0.274 0.453 -1.636
C -1.008 0.636 -0.925
C -0.573 0.649 0.378
C 0.362 1.623 1.009
N -1.120 -0.328 1.290
C -0.114 -1.436 1.510
H 1.867 -0.747 -2.323
H 0.245 -1.402 -2.753
H 0.879 1.315 -1.920
H -1.924 0.164 -1.260
H -0.154 2.346 1.640
H 0.753 2.212 0.178
H 1.167 1.149 1.568
H -1.763 -0.794 0.656
H -0.059 -1.494 2.595
H -0.467 -2.399 1.144
H 0.837 -1.274 1.010
```

Summary:
Net charge: 0
Calculated total energy: -7886.318 eV
Largest force on an atom: 2.3 eV Å⁻¹
Structure (SMILES): C=C/C=C(\C)NC
Energy relative to the best compared isomer or geometry (same formula, charge and spin): 97.17 kcal/mol
Frontier orbital gap: 8.500 eV

3.
# C5H9NOS

A single C5H9NOS molecule in a non-equilibrium geometry (ωB97M-V/def2-TZVPD, the Open Molecules 2025 dataset).

XYZ file:
```
17
Properties=species:S:1:pos:R:3
C -2.845 -0.309 0.881
C 1.832 0.642 0.223
C -1.763 -0.144 0.106
C 3.148 -0.062 0.433
C -1.451 -0.833 -1.169
N 0.779 0.077 0.566
O -0.537 2.077 -0.997
S -0.601 0.981 0.767
H -2.959 0.460 1.617
H -3.576 -0.887 0.475
H 1.841 1.585 -0.277
H 3.655 0.305 1.359
H 3.769 -0.062 -0.484
H 2.717 -0.940 0.806
H -1.814 -1.881 -1.061
H -0.361 -0.772 -1.233
H -1.837 -0.235 -2.014
```

Summary:
Net charge: 0
Calculated total energy: -19698.057 eV
Largest force on an atom: 6.2 eV Å⁻¹
Energy relative to the best compared isomer or geometry (same formula, charge and spin): 144.05 kcal/mol
Frontier orbital gap: 8.794 eV

4.
# C5H5N

A single C5H5N molecule in a non-equilibrium geometry (ωB97M-V/def2-TZVPD, the Open Molecules 2025 dataset).

XYZ file:
```
11
Properties=species:S:1:pos:R:3
C 3.417 0.103 -0.179
C 2.666 1.377 -0.208
C 1.978 0.293 0.207
C -0.451 0.507 -0.067
C 0.702 -0.494 0.163
N 3.450 -1.052 0.088
H -0.755 1.144 0.967
H -1.291 -0.077 -0.318
H -0.210 1.162 -0.805
H 0.668 -1.025 -0.688
H 0.605 -1.142 1.038
```

Summary:
Net charge: 0
Calculated total energy: -6749.863 eV
Largest force on an atom: 5.9 eV Å⁻¹
Energy relative to the best compared isomer or geometry (same formula, charge and spin): 139.40 kcal/mol
Frontier orbital gap: 10.468 eV

5.
# C20H38Br4F3NiO8S3

C20H38Br4F3NiO8S3 as an isolated structure in a non-equilibrium geometry (ωB97M-V/def2-TZVPD, the Open Molecules 2025 dataset).

XYZ file:
```
77
Properties=species:S:1:pos:R:3
Ni 2.240 0.724 -3.312
C -0.408 -0.805 -1.429
O -0.812 0.328 -0.628
O 0.503 -0.253 -2.360
C -0.059 -2.060 -0.639
F 0.654 -1.903 0.484
F -1.278 -2.679 -0.146
F 0.562 -2.949 -1.467
C -2.098 0.319 -0.038
C -2.474 1.660 0.426
H -2.042 1.897 1.399
H -2.235 2.457 -0.278
H -3.540 1.722 0.645
H -2.128 -0.382 0.796
H -2.912 0.068 -0.718
H -1.249 -1.082 -2.064
C 0.475 -3.798 -4.693
C -0.384 -2.639 -5.124
C 0.317 -1.810 -6.111
S 2.121 -1.819 -5.700
O 2.321 -0.723 -4.742
O 2.962 -2.008 -6.927
C 1.984 -3.470 -4.714
H 0.253 -4.629 -5.361
H 0.292 -4.396 -3.800
H -0.607 -2.306 -4.110
H -1.221 -3.145 -5.604
H -0.003 -0.783 -6.288
H 0.417 -2.329 -7.064
H 2.633 -3.487 -3.838
H 2.429 -4.210 -5.379
C -1.345 0.681 4.612
C -0.313 -0.412 4.284
C 0.666 -0.708 5.487
S 0.941 0.982 6.250
O 2.220 1.585 5.871
O 0.384 0.993 7.612
C -0.438 1.848 5.169
H -2.031 0.332 5.383
H -2.048 0.886 3.805
H 0.226 0.075 3.472
H -0.900 -1.283 3.996
H 1.638 -1.022 5.108
H 0.163 -1.341 6.219
H 0.217 2.430 4.521
H -0.845 2.659 5.772
C 0.930 2.383 1.557
C 2.170 1.561 1.349
C 3.335 2.400 0.623
S 2.225 3.027 -0.750
O 2.118 2.069 -1.848
O 2.600 4.409 -1.043
C 0.611 3.058 0.161
H 1.286 3.085 2.312
H -0.046 1.998 1.852
H 1.887 0.608 0.904
H 2.606 1.264 2.303
H 4.249 1.900 0.300
H 3.495 3.299 1.219
H -0.168 2.473 -0.327
H 0.309 4.105 0.119
Br 0.646 -6.761 0.836
C 0.705 -4.886 1.726
C 2.084 -4.364 1.191
Br 2.752 -2.915 2.419
H 0.735 -5.038 2.805
H -0.167 -4.308 1.423
H 2.147 -3.917 0.199
H 2.757 -5.212 1.317
Br -4.795 2.993 -2.665
C -4.855 4.005 -0.980
C -3.812 5.063 -0.989
Br -4.070 6.411 -2.493
H -4.580 3.308 -0.189
H -5.810 4.494 -0.789
H -2.851 4.613 -1.240
H -3.735 5.660 -0.080
```

Summary:
2S+1: 3
Net charge: +1
Calculated total energy: -399594.743 eV
Largest force on an atom: 4.0 eV Å⁻¹
Energy relative to the best compared isomer or geometry (same formula, charge and spin): 24.03 kcal/mol
Frontier orbital gap (alpha / beta): 8.107 / 5.835 eV

6.
# C4H12

A 2-piece molecular cluster, C4H12 overall in a non-equilibrium geometry (ωB97M-V/def2-TZVPD, the Open Molecules 2025 dataset).

XYZ file:
```
16
Properties=species:S:1:pos:R:3
C -0.568 1.999 0.105
C -1.837 2.400 -0.671
H 0.286 2.135 -0.522
H -0.498 2.573 1.031
H -0.691 0.972 0.442
H -2.696 2.160 -0.036
H -1.958 1.756 -1.535
H -1.893 3.455 -0.923
C 2.002 -2.150 0.247
C 0.482 -2.272 0.362
H 2.524 -3.095 0.074
H 2.270 -1.638 -0.683
H 2.383 -1.527 1.052
H 0.180 -3.119 0.970
H -0.103 -2.370 -0.560
H 0.116 -1.279 0.647
```

Summary:
Net charge: 0
Calculated total energy: -4342.138 eV
Largest force on an atom: 1.5 eV Å⁻¹
Structure (SMILES): CC.CC
Energy relative to the best compared isomer or geometry (same formula, charge and spin): 9.01 kcal/mol
Frontier orbital gap: 12.625 eV

What is the energy relative to the best compared isomer or geometry (same formula, charge and spin) in the second record? 97.17 kcal/mol

What did the third record say?
# C5H9NOS

A single C5H9NOS molecule in a non-equilibrium geometry (ωB97M-V/def2-TZVPD, the Open Molecules 2025 dataset).

XYZ file:
```
17
Properties=species:S:1:pos:R:3
C -2.845 -0.309 0.881
C 1.832 0.642 0.223
C -1.763 -0.144 0.106
C 3.148 -0.062 0.433
C -1.451 -0.833 -1.169
N 0.779 0.077 0.566
O -0.537 2.077 -0.997
S -0.601 0.981 0.767
H -2.959 0.460 1.617
H -3.576 -0.887 0.475
H 1.841 1.585 -0.277
H 3.655 0.305 1.359
H 3.769 -0.062 -0.484
H 2.717 -0.940 0.806
H -1.814 -1.881 -1.061
H -0.361 -0.772 -1.233
H -1.837 -0.235 -2.014
```

Summary:
Net charge: 0
Calculated total energy: -19698.057 eV
Largest force on an atom: 6.2 eV Å⁻¹
Energy relative to the best compared isomer or geometry (same formula, charge and spin): 144.05 kcal/mol
Frontier orbital gap: 8.794 eV

Repeat the fifth record exactly.
# C20H38Br4F3NiO8S3

C20H38Br4F3NiO8S3 as an isolated structure in a non-equilibrium geometry (ωB97M-V/def2-TZVPD, the Open Molecules 2025 dataset).

XYZ file:
```
77
Properties=species:S:1:pos:R:3
Ni 2.240 0.724 -3.312
C -0.408 -0.805 -1.429
O -0.812 0.328 -0.628
O 0.503 -0.253 -2.360
C -0.059 -2.060 -0.639
F 0.654 -1.903 0.484
F -1.278 -2.679 -0.146
F 0.562 -2.949 -1.467
C -2.098 0.319 -0.038
C -2.474 1.660 0.426
H -2.042 1.897 1.399
H -2.235 2.457 -0.278
H -3.540 1.722 0.645
H -2.128 -0.382 0.796
H -2.912 0.068 -0.718
H -1.249 -1.082 -2.064
C 0.475 -3.798 -4.693
C -0.384 -2.639 -5.124
C 0.317 -1.810 -6.111
S 2.121 -1.819 -5.700
O 2.321 -0.723 -4.742
O 2.962 -2.008 -6.927
C 1.984 -3.470 -4.714
H 0.253 -4.629 -5.361
H 0.292 -4.396 -3.800
H -0.607 -2.306 -4.110
H -1.221 -3.145 -5.604
H -0.003 -0.783 -6.288
H 0.417 -2.329 -7.064
H 2.633 -3.487 -3.838
H 2.429 -4.210 -5.379
C -1.345 0.681 4.612
C -0.313 -0.412 4.284
C 0.666 -0.708 5.487
S 0.941 0.982 6.250
O 2.220 1.585 5.871
O 0.384 0.993 7.612
C -0.438 1.848 5.169
H -2.031 0.332 5.383
H -2.048 0.886 3.805
H 0.226 0.075 3.472
H -0.900 -1.283 3.996
H 1.638 -1.022 5.108
H 0.163 -1.341 6.219
H 0.217 2.430 4.521
H -0.845 2.659 5.772
C 0.930 2.383 1.557
C 2.170 1.561 1.349
C 3.335 2.400 0.623
S 2.225 3.027 -0.750
O 2.118 2.069 -1.848
O 2.600 4.409 -1.043
C 0.611 3.058 0.161
H 1.286 3.085 2.312
H -0.046 1.998 1.852
H 1.887 0.608 0.904
H 2.606 1.264 2.303
H 4.249 1.900 0.300
H 3.495 3.299 1.219
H -0.168 2.473 -0.327
H 0.309 4.105 0.119
Br 0.646 -6.761 0.836
C 0.705 -4.886 1.726
C 2.084 -4.364 1.191
Br 2.752 -2.915 2.419
H 0.735 -5.038 2.805
H -0.167 -4.308 1.423
H 2.147 -3.917 0.199
H 2.757 -5.212 1.317
Br -4.795 2.993 -2.665
C -4.855 4.005 -0.980
C -3.812 5.063 -0.989
Br -4.070 6.411 -2.493
H -4.580 3.308 -0.189
H -5.810 4.494 -0.789
H -2.851 4.613 -1.240
H -3.735 5.660 -0.080
```

Summary:
2S+1: 3
Net charge: +1
Calculated total energy: -399594.743 eV
Largest force on an atom: 4.0 eV Å⁻¹
Energy relative to the best compared isomer or geometry (same formula, charge and spin): 24.03 kcal/mol
Frontier orbital gap (alpha / beta): 8.107 / 5.835 eV